[1]
149
Properties=species:S:1:pos:R:3 method="wB97M-V/def2-TZVPD" multiplicity=1 energy_ha=-5560.099136
K 3.5086 13.8223 4.1391
Cl -0.6285 13.7904 4.5307
O 0.3673 13.4021 5.5217
O 0.1487 14.2590 3.4473
O -1.2831 12.6075 4.0950
O -1.5229 14.7857 5.0938
C 0.7159 7.8507 1.1170
C 0.3055 9.2146 1.7433
C 0.5177 9.2740 3.2192
O 1.2492 10.4405 3.4105
C 1.7273 10.9554 2.2073
O 2.4069 12.0040 2.0957
O 1.2413 10.1597 1.2241
H 0.5098 7.8200 0.0471
H 0.1940 7.0998 1.7101
H 1.7686 7.6015 1.2504
H -0.6599 9.5810 1.3942
H 0.9650 8.3501 3.5858
H -0.4582 9.4212 3.6819
C -0.7917 13.3107 0.0222
C -2.3143 13.3225 0.4302
C -2.6292 14.2156 1.5989
O -3.7519 14.9887 1.1685
C -4.0003 14.7961 -0.1766
O -4.9125 15.2661 -0.8268
O -3.1424 13.8580 -0.6146
H -0.4810 14.3530 -0.0504
H -0.5484 12.8521 -0.9362
H -0.1136 12.9054 0.7732
H -2.6409 12.2957 0.5952
H -1.7651 14.8446 1.8131
H -2.8220 13.6794 2.5280
C 1.7812 11.4182 7.9694
C 2.1911 11.6858 9.4153
C 3.6183 11.4792 9.8250
O 3.9383 12.6333 10.5442
C 2.7993 13.4795 10.5546
O 2.8409 14.5683 11.0243
O 1.8285 12.9579 9.7816
H 0.7388 11.1175 7.8639
H 2.4014 10.7242 7.4020
H 1.7458 12.3834 7.4642
H 1.5976 10.9543 9.9637
H 4.1890 11.4063 8.8992
H 3.7317 10.6618 10.5370
C -5.8022 19.0232 3.0047
C -5.3309 19.2245 4.4586
C -6.1817 18.4296 5.5408
O -5.2036 17.7389 6.2587
C -4.0051 17.9297 5.7778
O -3.0129 17.4406 6.3439
O -4.0278 18.7567 4.6639
H -5.1437 19.6107 2.3649
H -6.8505 19.2543 2.8155
H -5.7731 17.9638 2.7498
H -5.3580 20.2897 4.6882
H -6.8830 17.7732 5.0256
H -6.7275 19.1346 6.1679
C -5.4886 12.1442 3.9730
C -5.4175 13.5113 4.6932
C -5.6535 14.8258 3.7533
O -6.7734 15.3968 4.4240
C -7.0623 14.8481 5.5757
O -7.8718 15.2724 6.4038
O -6.3989 13.6995 5.6980
H -5.7404 11.4027 4.7312
H -4.5296 11.8851 3.5244
H -6.2938 12.2709 3.2492
H -4.5079 13.5879 5.2889
H -5.8452 14.5722 2.7107
H -4.7389 15.4147 3.8232
C -3.1226 11.0290 8.1726
C -2.1288 11.7925 9.0796
C -1.6013 13.1424 8.5159
O -2.0993 13.9835 9.5863
C -2.7748 13.3408 10.4956
O -3.3062 13.8256 11.5113
O -2.9066 12.1069 10.2339
H -2.7731 9.9971 8.2067
H -2.9770 11.4522 7.1787
H -4.1845 11.1044 8.4068
H -1.2294 11.2507 9.3722
H -2.0323 13.4116 7.5516
H -0.5162 13.2448 8.5056
C 4.5777 18.7065 -0.8839
C 3.7132 18.3225 0.3152
C 2.4987 17.5825 -0.0873
O 2.4595 16.4541 0.8206
C 3.7269 16.2392 1.2190
O 4.1218 15.2182 1.7642
O 4.4560 17.3326 0.9993
H 4.0646 19.4971 -1.4314
H 4.6276 17.8482 -1.5539
H 5.5746 19.0485 -0.6057
H 3.5682 19.2313 0.8992
H 2.7009 17.2588 -1.1083
H 1.6979 18.3088 0.0519
C -0.3687 17.9179 2.9065
C 0.6594 18.7112 3.6865
C 0.5739 18.6689 5.2080
O 1.5967 17.8219 5.5532
C 2.3693 17.4992 4.4402
O 3.3719 16.8290 4.4362
O 1.9322 18.1624 3.3767
H -1.2373 18.5057 2.6093
H -0.7573 17.0994 3.5124
H 0.0410 17.3861 2.0479
H 0.7668 19.7323 3.3205
H -0.3576 18.2610 5.6006
H 0.7265 19.6960 5.5395
C -0.5883 17.1357 9.3626
C 0.8174 16.4445 9.3427
C 1.2768 15.6895 8.0812
O 2.6356 15.9894 7.9553
C 2.8429 17.1197 8.6868
O 3.7478 17.9261 8.5260
O 1.7889 17.3964 9.5141
H -1.4284 16.4522 9.2394
H -0.8015 17.7983 8.5238
H -0.8250 17.6947 10.2679
H 0.8916 15.7911 10.2120
H 0.6493 16.0570 7.2692
H 1.0955 14.6172 8.1559
C -0.3823 4.7988 9.1232
C -1.0680 6.0867 8.6819
C -0.7888 7.2472 9.6400
O -0.4203 8.2976 8.7705
C -0.2577 7.8211 7.5107
O 0.1802 8.5292 6.5845
O -0.6085 6.5524 7.4438
H 0.6718 4.9867 9.3276
H -0.3596 3.9991 8.3830
H -0.8585 4.5054 10.0588
H -2.1408 5.8940 8.6757
H 0.0892 7.0920 10.2669
H -1.6991 7.4341 10.2097
C 3.9655 8.4694 8.4794
C 4.6599 8.5650 7.1849
C 3.8916 7.8832 6.0730
O 4.0117 8.7454 4.9900
C 4.4376 9.9912 5.3936
O 4.4663 10.9895 4.6661
O 4.6762 9.9342 6.7546
H 4.5669 8.9079 9.2757
H 3.7429 7.4331 8.7338
H 3.0417 9.0470 8.4478
H 5.6841 8.1926 7.2014
H 2.8603 7.7517 6.4003
H 4.1472 6.8446 5.8629

***

[2]
81
Properties=species:S:1:pos:R:3 method="wB97M-V/def2-TZVPD" e_above_lowest_kj_mol=0.00 charge=+2 multiplicity=3 energy_ha=-2531.087426
Mo 0.0717 -1.0251 1.5795
C -0.8688 -2.7397 2.5943
C 0.4581 -3.0998 2.1452
C 0.6618 -1.3643 3.7071
C -0.7419 -1.6666 3.5600
C 1.4043 -2.2541 2.8390
C -2.1663 -3.3097 2.1265
H -2.0827 -3.6997 1.1073
H -2.9534 -2.5480 2.1527
H -2.4906 -4.1334 2.7729
C -1.8509 -0.9859 4.2842
H -2.8115 -1.1886 3.8043
H -1.7152 0.1004 4.2609
H -1.9030 -1.3133 5.3297
C 1.2455 -0.3331 4.6123
H 1.4094 -0.7347 5.6206
H 0.5807 0.5315 4.6944
H 2.2020 0.0362 4.2301
C 2.8889 -2.2391 2.6824
H 3.3797 -2.8750 3.4307
H 3.2839 -1.2254 2.8112
H 3.1897 -2.6007 1.6941
C 0.8013 -4.1341 1.1242
H 1.0378 -5.0906 1.6012
H 1.6818 -3.8322 0.5469
H -0.0412 -4.3052 0.4472
C -1.7254 0.6719 -5.1886
C -1.8019 -0.6679 -5.1835
C -0.9884 -1.6190 -6.0096
C 0.3721 -1.0951 -6.5252
C 1.3109 -0.6198 -5.4508
C 1.3847 0.5917 -4.8912
C 0.5748 1.8036 -5.2527
C -0.7749 1.5426 -5.9591
H -1.5764 -1.9456 -6.8854
H 0.2023 -0.3491 -7.3100
H -0.8076 -2.5329 -5.4219
H -0.5910 1.1858 -6.9789
H -2.4687 1.2364 -4.6122
H -2.6124 -1.1407 -4.6178
H -1.2640 2.5245 -6.0693
H 0.3817 2.3870 -4.3386
H 2.1877 0.7881 -4.1684
H 1.1713 2.4669 -5.9034
H 0.8639 -1.9469 -7.0227
H 2.0462 -1.3792 -5.1495
P -1.2640 -0.5166 -0.4990
C -2.8145 0.3942 -0.4243
C -1.4570 -1.8907 -1.6621
P 1.5854 0.0423 -0.1793
C 0.0945 0.5526 -1.1887
C 2.5336 -1.0924 -1.2130
C 2.6292 1.4793 0.1426
H -2.7517 1.1240 0.4005
H -3.6202 -0.3176 -0.1893
H -3.0269 0.8936 -1.3807
H -1.5825 -1.5478 -2.7005
H -2.3433 -2.4653 -1.3562
H -0.5842 -2.5556 -1.6021
H 2.8867 2.0110 -0.7823
H 3.5369 1.1448 0.6629
H 2.0705 2.1403 0.8213
H -0.1333 1.6096 -0.9642
H 0.2488 0.4039 -2.2732
H 3.4917 -1.2750 -0.7053
H 2.7089 -0.6587 -2.2064
H 2.0046 -2.0494 -1.3116
Cl 0.2313 6.9425 6.0473
C -0.0473 5.5439 5.1004
C -1.3552 5.1952 4.7303
C -1.5738 4.0636 3.9352
C -0.5031 3.3064 3.4541
C 0.8031 3.6252 3.8757
C 1.0398 4.7561 4.6729
C -0.7303 2.1589 2.4928
O -1.8717 1.6428 2.3819
O 0.3334 1.8067 1.8535
H -2.1903 5.8107 5.0592
H -2.5962 3.7823 3.6696
H 1.6516 3.0185 3.5615
H 2.0395 5.0485 4.9566

***

[3]
78
Properties=species:S:1:pos:R:3 method="wB97M-V/def2-TZVPD" e_above_lowest_kj_mol=27.42 charge=+2 multiplicity=2 energy_ha=-3308.537040
Mn 0.0651 1.0332 -0.3875
C 4.6987 -0.2498 -1.3726
C 3.4961 0.6726 -1.1566
C 3.9064 1.9375 -0.4067
P 2.0386 -0.1364 -0.3756
C 1.9662 -1.8722 -0.9995
C 0.5290 -2.3776 -1.0384
C 2.8514 -2.8429 -0.2154
C 2.1622 -0.2030 1.4374
C 3.2727 -0.6215 2.1465
C 3.2037 -0.7866 3.5291
C 2.0055 -0.5711 4.2000
C 0.8884 -0.1240 3.5176
C 0.9744 0.1184 2.1408
N -0.0624 0.6388 1.3814
C -1.2429 1.2453 1.8640
C -1.2997 2.0280 3.0206
C -2.4813 2.6683 3.3473
C -3.6070 2.5455 2.5369
C -3.5437 1.8020 1.3676
C -2.3655 1.1573 1.0128
P -2.1371 0.1411 -0.4796
C -3.0260 -1.4196 -0.0323
C -2.5214 -2.0428 1.2677
C -3.1385 -2.4425 -1.1596
C -3.0129 0.8585 -1.9250
C -2.3373 0.3044 -3.1892
C -2.9721 2.3851 -1.9458
H 5.4508 0.3062 -1.9326
H 4.4610 -1.1429 -1.9469
H 5.1579 -0.5464 -0.4292
H 3.0975 0.9562 -2.1377
H 4.2916 1.7003 0.5865
H 3.0787 2.6322 -0.3055
H 4.7025 2.4355 -0.9600
H 2.3363 -1.7843 -2.0262
H 0.0874 -2.3475 -0.0415
H 0.5128 -3.4139 -1.3782
H -0.0883 -1.7884 -1.7176
H 2.4379 -3.0265 0.7770
H 3.8783 -2.5028 -0.1049
H 2.8762 -3.7956 -0.7453
H 4.1973 -0.8454 1.6324
H 4.0765 -1.1187 4.0744
H 1.9420 -0.7541 5.2639
H -0.0440 0.0186 4.0437
H -0.4201 2.1671 3.6324
H -2.5256 3.2783 4.2395
H -4.5290 3.0378 2.8147
H -4.4204 1.7166 0.7373
H -4.0285 -1.0125 0.1563
H -1.5963 -2.5951 1.1145
H -3.2648 -2.7550 1.6263
H -2.3689 -1.3073 2.0581
H -2.1690 -2.8551 -1.4377
H -3.6175 -2.0343 -2.0478
H -3.7582 -3.2693 -0.8111
H -4.0477 0.5058 -1.8753
H -1.3225 0.7026 -3.2799
H -2.8944 0.6259 -4.0689
H -2.2812 -0.7833 -3.2109
H -1.9396 2.7442 -1.9582
H -3.4816 2.8416 -1.1003
H -3.4503 2.7397 -2.8592
C 1.5234 4.2421 1.4712
Si 0.6809 4.2331 -0.1859
C -1.0823 4.7829 0.0122
C 1.5841 5.1561 -1.5047
O 0.6519 2.5976 -0.6990
H 1.6114 5.2670 1.8394
H 2.5280 3.8191 1.4450
H 0.9340 3.6854 2.2050
H -1.1067 5.7107 0.5894
H -1.6737 4.0431 0.5595
H -1.5690 4.9811 -0.9436
H 1.5271 6.2310 -1.3173
H 1.1411 4.9688 -2.4846
H 2.6398 4.8832 -1.5461

***

[4]
57
Properties=species:S:1:pos:R:3 method="wB97M-V/def2-TZVPD" e_above_lowest_kj_mol=0.00 multiplicity=4 energy_ha=-14498.485470
Ni 2.2400 0.0054 1.7311
Se 3.9317 1.1004 -0.0652
Se 4.3444 -1.0630 -0.2906
Te 4.0380 -1.9743 2.1773
Se 4.0834 0.2074 3.3695
O -0.8413 0.8989 2.8060
S 0.3044 0.0456 3.1817
C 0.6701 0.2595 4.9354
C 0.8430 -1.1421 5.5019
C -0.2791 -1.9709 4.8753
C -0.2214 -1.6808 3.3800
H -0.2291 0.7448 5.3241
H 1.5293 0.9153 5.0486
H 0.8009 -1.1291 6.5907
H 1.8195 -1.5355 5.2095
H -1.2429 -1.6559 5.2795
H -0.1692 -3.0375 5.0714
H -1.1716 -1.7504 2.8509
H 0.5162 -2.2879 2.8538
O 1.1883 -0.9501 0.5160
O 0.8698 0.4384 0.1804
C -3.0943 -1.3110 -2.4939
Ge -2.0557 -1.0968 -0.8441
C -1.4688 -2.8618 -0.2421
C -3.1615 -0.2454 0.5206
Ge -0.1996 0.3713 -1.2943
C 0.9887 -0.1963 -2.7211
C 1.0876 -1.5376 -3.0814
C 1.9989 -1.9552 -4.0398
C 2.8297 -1.0294 -4.6542
C 2.7391 0.3127 -4.3147
C 1.8224 0.7231 -3.3578
C -0.6755 2.2435 -1.4580
C -1.9172 2.6459 -1.9408
C -2.2420 3.9899 -2.0499
C -1.3255 4.9569 -1.6678
C -0.0834 4.5755 -1.1796
C 0.2360 3.2304 -1.0794
H -3.9339 -1.9843 -2.3181
H -2.4809 -1.7292 -3.2920
H -3.4925 -0.3577 -2.8397
H -2.3207 -3.4061 0.1695
H -0.6926 -2.7642 0.5121
H -1.0609 -3.4447 -1.0678
H -3.9554 -0.9241 0.8378
H -3.6234 0.6607 0.1266
H -2.5650 0.0429 1.3865
H 0.4645 -2.2790 -2.5914
H 2.0700 -3.0026 -4.3047
H 3.5472 -1.3533 -5.3970
H 3.3829 1.0411 -4.7907
H 1.7652 1.7756 -3.1022
H -2.6552 1.9064 -2.2338
H -3.2132 4.2850 -2.4256
H -1.5780 6.0068 -1.7427
H 0.6334 5.3257 -0.8726
H 1.2052 2.9468 -0.6832

***

[5]
27
Properties=species:S:1:pos:R:3 method="wB97M-V/def2-TZVPD" e_above_lowest_kj_mol=508.61 charge=+1 multiplicity=1 energy_ha=-668.467223
C -1.8010 1.9729 -2.2670
C -1.7039 0.6148 2.3484
C -1.0124 1.6587 -1.0148
C 0.2570 -0.1302 -0.6015
C -1.0946 0.8501 1.0821
C 1.6593 0.1290 -1.2116
C -0.6513 -1.2310 -0.9611
C 0.5406 -1.0772 1.6997
N 0.2210 0.1230 0.8273
O -0.5749 2.5982 -1.8566
O -2.2173 -0.0626 1.2036
O -1.2505 1.9431 0.2793
O 0.8632 -0.7070 3.0017
H -1.9030 1.4010 -3.1639
H -2.7168 2.7020 -2.0639
H -1.1858 0.1133 3.1889
H -2.3477 1.4942 2.5922
H 2.3382 -0.5552 -0.7301
H 2.1109 1.2102 -1.2394
H 1.6050 -0.2788 -2.3149
H -0.1994 -2.2693 -0.8550
H -0.9511 -1.0058 -1.9640
H -1.5656 -1.2066 -0.4987
H -0.2725 -1.8130 1.9152
H 1.4179 -1.5537 1.2290
H 0.8891 0.7557 1.2012
H 1.7655 -0.1711 3.1211

***

[6]
13
Properties=species:S:1:pos:R:3 method="wB97M-V/def2-TZVPD" e_above_lowest_kj_mol=523.26 multiplicity=1 energy_ha=-1080.666457
C 0.2548 -0.6102 2.0836
C -0.0019 -0.3007 -1.6959
N -0.8755 -0.8277 1.5835
O 1.4088 1.9091 -0.6284
O -1.8736 1.5121 -1.1905
F 1.0349 -1.0251 -1.2068
F 0.3475 0.4412 -2.7594
F -0.9421 -1.1473 -2.0376
F -1.2607 -2.1571 1.7538
S -0.8635 0.8601 -0.4230
H 0.6908 0.2645 1.7579
H 1.2163 2.5340 0.1167
H 0.8643 -1.4528 2.6460